Density functional theory data (ωB97M-V/def2-TZVPD) for C3H7N3O in the gas phase.

Results
Strongest force on any atom (eV/Å): 1.5
HOMO (eV): -8.73
Energy (a.u.): -357.9038
LUMO (eV): 1.08
Gap between HOMO and LUMO (eV): 9.8

```
14
Properties=species:S:1:pos:R:3:forces:R:3:nbo_charge:R:1
C 0.6847 -1.3997 -0.3627 -0.52 0.03 0.81 -0.707
C 0.4250 0.0630 -0.1266 0.46 -0.08 0.63 0.454
N 2.2736 0.6280 1.1184 0.64 -0.41 0.34 -0.633
C -2.9201 0.8521 -0.3279 -0.39 0.30 -1.06 -0.137
O -0.7347 0.5441 -0.7088 -0.67 0.48 -0.67 -0.397
N -1.8496 0.3781 0.1134 0.99 -0.64 1.00 -0.114
N 1.1211 0.9184 0.4948 -1.10 0.23 -0.68 -0.239
H 2.7879 -0.1941 0.8211 -0.02 0.11 -0.10 0.342
H 2.8479 1.4522 1.2263 -0.11 -0.21 -0.05 0.373
H 1.4028 -1.7874 0.3773 -0.28 0.02 -0.29 0.214
H 1.0736 -1.5599 -1.3615 0.03 -0.11 -0.23 0.231
H -0.2842 -1.9396 -0.2481 0.78 0.28 -0.12 0.244
H -3.7916 0.7190 0.2938 -0.04 -0.01 0.14 0.194
H -3.0364 1.3259 -1.3096 0.23 -0.01 0.26 0.175
```
Positions in Å, forces in eV/Å.

---

Density functional theory data (ωB97M-V/def2-TZVPD) for a molecular structure, C40H41GaN3O2P2S.

Results
Strongest force on any atom (eV/Å): 1.6
HOMO (eV): -14.32
Total charge: +3
Energy (a.u.): -4868.4236
LUMO (eV): -10.07
Gap between HOMO and LUMO (eV): 4.3

```
90
Properties=species:S:1:pos:R:3:forces:R:3:mulliken_charge:R:1
Ga 0.4881 -0.8623 -0.8456 0.65 -0.47 -0.54 1.341
O 0.5271 -7.0297 -3.8855 0.21 0.08 0.04 -0.505
C -0.6920 -6.3638 -3.7435 -0.54 -0.31 -0.19 -0.601
C -0.4701 -4.9802 -3.2261 0.13 0.28 0.26 0.342
C -1.5424 -4.1866 -2.8027 0.34 0.02 -0.13 -1.157
C -1.2833 -2.9524 -2.2516 -0.41 0.02 0.08 -0.108
N -0.0379 -2.4846 -2.1104 0.31 1.09 1.00 -0.131
C 1.0098 -3.1963 -2.5667 -0.19 -0.31 -0.11 0.395
C 0.8202 -4.4505 -3.1233 -0.04 0.17 0.04 -0.603
C 2.3320 -2.5560 -2.3984 0.44 0.02 -0.14 0.341
C 3.4485 -2.8962 -3.1463 -0.11 0.09 0.18 -0.551
C 4.6609 -2.2337 -2.9330 -0.40 0.15 0.13 0.326
C 5.8526 -2.5232 -3.7863 0.62 0.17 0.10 -0.566
O 5.4898 -3.3448 -4.8555 -0.15 -0.09 -0.09 -0.506
C 4.7091 -1.2691 -1.9184 -0.12 -0.33 -0.20 -1.092
C 3.5589 -0.9658 -1.2281 0.16 0.36 0.25 -0.146
N 2.3933 -1.5724 -1.4803 -1.31 0.46 0.38 -0.061
H 0.3706 -7.9399 -4.1654 0.05 0.09 -0.01 0.333
H -1.3669 -6.8923 -3.0488 0.10 0.17 -0.09 0.391
H -1.2280 -6.2886 -4.7059 0.04 0.06 0.16 0.377
H -2.5575 -4.5362 -2.8933 -0.17 -0.01 0.02 0.514
H -2.0711 -2.2946 -1.8976 -0.01 -0.21 -0.02 0.669
H 1.6524 -5.0523 -3.4529 0.10 -0.01 -0.01 0.635
H 3.3936 -3.6444 -3.9196 -0.03 -0.09 -0.08 0.630
H 6.6228 -2.9957 -3.1515 -0.14 0.11 -0.04 0.374
H 6.2745 -1.5636 -4.1317 -0.12 -0.15 0.12 0.387
H 6.2517 -3.4861 -5.4321 -0.11 -0.03 0.08 0.334
H 5.6281 -0.7547 -1.6879 0.09 0.10 0.05 0.527
H 3.5388 -0.2086 -0.4487 0.07 -0.03 -0.15 0.541
C -3.0669 3.4096 5.4577 0.04 0.07 -0.41 -0.756
S -3.9479 2.7853 4.0127 -0.17 -0.04 -0.18 -0.064
C -3.1890 3.7737 2.6784 0.07 -0.42 0.52 -1.137
C -1.8737 3.1762 2.1815 -0.26 0.05 -0.02 -0.066
C -2.1005 1.7878 1.5874 -0.22 0.64 0.56 -1.536
N -0.8819 1.2886 0.9238 0.58 -1.12 -0.73 0.780
P -0.1183 -0.0864 1.6018 -1.39 0.31 -0.56 -0.083
C 0.2539 0.4414 3.3069 0.73 -0.49 -0.57 0.897
C -0.6306 0.1406 4.3415 -0.14 -0.13 -0.16 -0.378
C -0.3652 0.6306 5.6091 -0.11 0.00 -0.01 -0.893
C 0.7718 1.3826 5.8530 0.06 -0.02 -0.10 -0.599
C 1.6670 1.6438 4.8259 0.02 0.05 -0.12 -0.754
C 1.4126 1.1687 3.5526 0.11 0.10 -0.06 -0.316
C -1.2826 -1.4683 1.7736 0.39 0.05 -0.22 0.691
C -0.8265 -2.5585 2.5175 -0.01 0.14 0.01 -0.689
C -1.6031 -3.6972 2.6107 0.00 -0.09 0.03 -0.813
C -2.8165 -3.7647 1.9422 0.01 0.02 -0.09 -0.638
C -3.2439 -2.7058 1.1554 0.04 -0.02 -0.03 -0.699
C -2.4715 -1.5585 1.0541 -0.04 0.23 0.08 -0.310
P -0.7374 1.4090 -0.7939 1.16 0.49 1.02 0.212
C -1.6577 2.9301 -1.1987 -0.19 -0.77 -0.49 0.608
C -2.9969 2.8392 -1.5654 -0.03 -0.11 0.01 -0.280
C -3.7130 3.9931 -1.8269 -0.09 -0.03 0.00 -0.811
C -3.0899 5.2286 -1.7376 -0.08 -0.07 -0.01 -0.663
C -1.7480 5.3130 -1.4029 0.17 0.00 0.08 -0.661
C -1.0161 4.1666 -1.1425 0.12 -0.09 0.00 -0.668
C 0.9968 1.8909 -1.1370 -0.19 -0.40 -0.20 0.223
C 1.3754 1.6425 -2.4647 -0.26 -0.05 0.05 -0.577
C 2.5940 2.0908 -2.9388 0.07 0.02 -0.08 -0.829
C 3.4589 2.7544 -2.0795 0.01 -0.08 -0.19 -0.800
C 3.1126 2.9519 -0.7522 -0.05 0.07 0.21 -0.991
C 1.8787 2.5316 -0.2752 0.03 -0.02 0.14 -0.158
H -3.4597 2.8712 6.3143 0.02 -0.01 0.09 0.364
H -3.2626 4.4727 5.5704 0.02 0.03 0.12 0.327
H -2.0003 3.2262 5.3527 0.09 0.02 0.17 0.142
H -3.0483 4.7899 3.0445 -0.02 0.03 -0.09 0.543
H -3.9271 3.7905 1.8767 -0.02 0.11 -0.06 0.382
H -1.1504 3.1059 2.9972 0.05 0.02 0.01 0.192
H -1.4623 3.8414 1.4197 0.11 -0.05 -0.01 0.015
H -2.9352 1.8343 0.8828 0.04 -0.16 0.00 0.547
H -2.3793 1.0951 2.3881 -0.07 0.08 -0.16 0.907
H -1.5121 -0.4614 4.1749 -0.06 0.01 -0.01 0.362
H -1.0502 0.4114 6.4119 -0.11 -0.03 0.09 0.492
H 0.9731 1.7514 6.8457 0.01 0.03 0.13 0.468
H 2.5631 2.2091 5.0172 0.14 0.09 0.04 0.486
H 2.1106 1.3503 2.7473 0.12 0.09 0.00 0.409
H 0.1230 -2.4980 3.0333 0.03 -0.06 0.13 0.542
H -1.2722 -4.5302 3.2103 0.06 -0.08 0.07 0.496
H -3.4262 -4.6492 2.0286 -0.10 -0.11 0.03 0.471
H -4.1841 -2.7719 0.6329 -0.16 0.03 -0.06 0.523
H -2.8196 -0.7163 0.4669 -0.06 0.02 0.00 0.354
H -3.4688 1.8689 -1.6461 -0.12 -0.01 -0.03 0.477
H -4.7516 3.9289 -2.1093 -0.11 -0.01 -0.02 0.469
H -3.6509 6.1278 -1.9394 -0.04 0.09 -0.04 0.473
H -1.2634 6.2766 -1.3500 0.04 0.05 0.01 0.474
H 0.0306 4.2417 -0.8855 0.03 0.05 -0.03 0.440
H 0.6647 1.1610 -3.1360 0.11 0.02 -0.08 0.549
H 2.8571 1.9539 -3.9770 0.03 -0.04 -0.07 0.549
H 4.4004 3.1272 -2.4556 0.08 0.02 0.02 0.478
H 3.7959 3.4700 -0.0969 0.05 0.03 0.10 0.527
H 1.5861 2.7167 0.7493 -0.01 0.09 0.10 0.872
```
Positions in Å, forces in eV/Å.

---

Q: Among the records above, which one has the lowest strongest force on any atom?
A: C3H7N3O